12
Properties=species:S:1:pos:R:3:lowdin_charge:R:1 method="wB97M-V/def2-TZVPD" homo_lumo_gap_ev="6.8127 / 7.7503" e_lumo_ev="-1.42 / -1.00" e_above_lowest_kj_mol=143.1
C 0.39170 -1.43475 -0.62769 -0.44
C -0.63828 -0.67624 0.23408 -0.07
C 1.20074 -0.23645 -0.56367 -0.11
N 0.33239 0.43006 0.24358 0.02
O 0.44630 -2.52373 -1.13351 0.10
O -0.35388 1.89374 -1.77338 -0.66
S 0.27078 0.99739 -2.75899 0.53
Cl -1.20954 -0.28150 -3.42260 0.16
H -1.59118 -0.45574 -0.24396 0.12
H -0.79391 -1.09311 1.22908 0.12
H 2.20811 0.05982 -0.79755 0.11
H 0.05282 1.39445 0.04320 0.11